A cluster of 3 separate species, C27H39Br3F9OPS2 in total at a distorted geometry, computed with ωB97M-V/def2-TZVPD.

Each line ends with the Mulliken charge.
Element x y z (Å)
C: -1.656 -4.823 2.037  -0.936
C: -1.150 -4.088 0.622  -0.030
Br: -0.416 -5.628 -0.499  -0.139
C: 0.081 -3.043 0.849  -0.910
P: -0.286 -1.209 0.493  1.591
O: -0.827 -1.703 -1.127  -0.888
C: 1.134 -0.253 -0.446  -0.781
C: 0.592 1.056 -1.270  -0.202
C: 1.323 2.485 -0.805  -0.059
S: 1.101 3.670 -2.275  -0.285
C: -1.935 -0.285 0.664  -0.648
C: -3.166 -1.114 1.353  -0.023
C: -4.558 -0.278 0.949  -0.757
C: -5.184 -0.764 -0.482  -0.711
C: -5.203 0.379 -1.665  0.856
F: -4.285 1.547 -1.384  -0.306
F: -4.523 -0.297 -2.840  -0.348
C: -6.671 0.798 -2.223  0.591
F: -7.312 -0.457 -2.767  -0.251
F: -6.480 1.697 -3.407  -0.251
S: -7.863 1.590 -1.055  1.102
F: -6.725 1.901 0.175  -0.251
F: -7.513 3.118 -1.829  -0.313
F: -9.100 1.390 -2.272  -0.326
F: -8.413 0.120 -0.370  -0.272
F: -9.032 2.406 -0.102  -0.279
C: 0.367 -0.702 2.208  -1.105
Br: 0.715 1.251 2.464  0.013
C: -0.534 -1.198 3.486  0.321
C: 0.465 -1.870 4.648  -1.003
Br: -1.417 0.402 4.335  -0.142
H: -2.559 -5.534 1.778  0.360
H: -2.023 -4.060 2.844  0.212
H: -0.723 -5.471 2.385  0.371
H: -2.062 -3.688 0.011  0.350
H: 0.955 -3.386 0.112  0.698
H: 0.518 -3.260 1.938  0.019
H: -0.232 -2.439 -1.465  0.319
H: 1.491 -1.035 -1.276  0.440
H: 2.075 -0.067 0.228  0.274
H: 0.914 0.920 -2.411  0.193
H: -0.586 1.165 -1.298  0.100
H: 0.677 2.965 0.075  0.264
H: 2.453 2.334 -0.512  -0.100
H: -0.304 3.694 -2.507  0.145
H: -1.884 0.761 1.211  0.394
H: -2.295 -0.030 -0.446  0.095
H: -3.336 -2.199 0.953  -0.105
H: -3.159 -1.132 2.531  0.177
H: -4.419 0.876 1.077  0.389
H: -5.344 -0.602 1.788  0.357
H: -6.254 -1.242 -0.263  0.347
H: -4.518 -1.691 -0.835  0.333
H: 1.427 -1.240 2.332  0.480
H: -1.303 -2.039 3.221  -0.271
H: -0.216 -2.553 5.319  0.353
H: 0.997 -0.998 5.219  0.303
H: 1.232 -2.579 4.081  0.262
C: 6.368 1.950 -3.561  -0.426
C: 5.265 2.508 -2.916  -0.402
C: 4.033 2.568 -3.567  0.483
C: 3.901 2.061 -4.859  -0.516
C: 5.003 1.499 -5.503  -0.371
C: 6.238 1.447 -4.856  -0.388
H: 7.329 1.906 -3.056  0.361
H: 5.366 2.897 -1.906  0.331
H: 3.175 3.010 -3.066  -0.175
H: 2.940 2.103 -5.364  0.396
H: 4.900 1.102 -6.510  0.357
H: 7.098 1.014 -5.360  0.356
C: 5.164 2.096 1.391  -0.596
C: 6.486 1.779 1.701  -0.520
C: 6.767 0.718 2.561  -0.367
C: 5.725 -0.034 3.104  -0.543
C: 4.403 0.280 2.791  -0.179
C: 4.121 1.347 1.939  0.342
H: 4.945 2.925 0.724  0.460
H: 7.298 2.361 1.272  0.366
H: 7.797 0.476 2.807  0.357
H: 5.944 -0.864 3.770  0.376
H: 3.590 -0.307 3.213  0.353
H: 3.091 1.595 1.700  -0.072

Atoms 1-2, force components in eV/Å:
C 0.3625 -0.2226 -1.0966
C -0.6529 -0.2280 1.0927

The spin multiplicity is 1. The max |F| comes out at 5.68 eV/Å. For the frontier orbital gap, the calculation gives 6.4 eV.

---

The ion C2H6NO2 with charge -1 at a distorted geometry, computed with ωB97M-V/def2-TZVPD.

Each line ends with the Mulliken charge.
Element x y z (Å)
C: 0.910 -0.764 0.200  -0.629
C: -1.184 0.224 -0.234  -0.227
N: -0.146 0.002 0.735  -0.318
O: 0.603 1.447 0.743  -0.511
O: -0.836 0.713 -1.372  -0.829
H: 1.183 -0.873 -0.996  0.207
H: 1.813 -0.398 0.721  0.263
H: 0.902 -1.843 0.441  0.321
H: -1.685 -0.810 -0.305  0.243
H: -1.978 0.870 0.348  0.141
H: 0.417 1.430 -0.280  0.340

Atoms 1-2, force components in eV/Å:
C 3.3241 -2.3561 -1.8652
C -3.6636 -0.3206 0.8379

The SMILES is CN(O)C[O-]. The spin multiplicity is 1. The max |F| comes out at 4.48 eV/Å. For the frontier orbital gap, the calculation gives 7.6 eV. The net charge is -1. As for the relative energy (zero: lowest compared OMol25 entry of this formula, charge and spin): 106.66 kcal per mole.

---

A cluster of 4 separate species, C18H44N5O4 in total at a distorted geometry, computed with ωB97M-V/def2-TZVPD.

Each line ends with the Mulliken charge.
Element x y z (Å)
O: -1.210 1.232 2.448  -0.529
C: -1.582 1.823 1.136  -0.502
C: -0.126 2.183 0.397  -0.152
C: 0.563 3.489 1.110  -0.435
N: 2.076 3.300 1.068  0.223
C: 2.857 3.912 2.211  -0.109
C: 4.372 3.447 1.790  -0.321
N: 4.309 2.650 0.494  -0.069
C: 2.884 2.560 -0.005  -0.227
H: -1.272 1.911 3.182  0.330
H: -2.283 2.757 1.213  0.312
H: -2.034 0.935 0.495  0.192
H: 0.513 1.181 0.508  0.281
H: -0.302 2.359 -0.766  0.121
H: 0.221 3.573 2.247  0.266
H: 0.268 4.512 0.576  0.243
H: 2.526 4.549 3.142  0.378
H: 5.381 3.663 2.347  0.293
H: 5.064 2.185 -0.057  0.274
H: 2.402 2.055 -0.946  0.408
C: 3.917 0.166 3.679  -1.194
C: 5.382 -0.017 4.070  0.277
C: 5.579 -0.787 5.396  -0.708
O: 5.303 -0.020 6.571  -0.387
C: 3.924 0.090 6.890  -0.621
N: 6.033 1.301 4.110  -0.572
H: 3.422 0.956 4.249  0.212
H: 3.840 0.446 2.621  0.196
H: 3.354 -0.763 3.819  0.381
H: 5.856 -0.608 3.275  0.344
H: 6.636 -1.064 5.468  0.361
H: 5.013 -1.726 5.405  0.402
H: 3.366 -0.815 6.633  0.294
H: 3.496 0.959 6.387  0.208
H: 3.835 0.261 7.965  0.267
H: 7.032 1.167 4.268  0.275
H: 5.715 1.772 4.963  0.299
C: -1.028 -0.504 -3.419  -1.414
C: -1.838 0.781 -3.264  0.512
C: -2.767 1.078 -4.463  -0.756
O: -2.095 1.575 -5.623  -0.404
C: -1.467 0.576 -6.412  -0.624
N: -0.916 1.898 -3.008  -0.491
H: -0.176 -0.389 -4.093  0.291
H: -0.621 -0.815 -2.448  0.315
H: -1.654 -1.321 -3.794  0.305
H: -2.476 0.655 -2.380  0.150
H: -3.460 1.871 -4.163  0.393
H: -3.387 0.209 -4.718  0.364
H: -2.028 -0.363 -6.415  0.280
H: -0.448 0.411 -6.058  0.219
H: -1.399 0.943 -7.439  0.269
H: -1.465 2.733 -2.801  0.293
H: -0.458 2.124 -3.895  0.264
C: -4.865 -2.700 -3.028  -1.111
C: -4.072 -4.005 -2.989  0.248
C: -4.771 -5.132 -2.193  -0.736
O: -4.701 -4.982 -0.772  -0.385
C: -5.646 -4.071 -0.230  -0.610
N: -2.725 -3.731 -2.465  -0.545
H: -4.791 -2.133 -2.096  0.249
H: -4.482 -2.049 -3.824  0.112
H: -5.923 -2.888 -3.232  0.381
H: -3.972 -4.352 -4.025  0.353
H: -4.252 -6.070 -2.414  0.362
H: -5.809 -5.270 -2.517  0.409
H: -6.595 -4.087 -0.774  0.292
H: -5.226 -3.064 -0.221  0.202
H: -5.836 -4.354 0.808  0.260
H: -2.167 -4.582 -2.540  0.265
H: -2.815 -3.588 -1.455  0.279

Atoms 1-2, force components in eV/Å:
O -0.8514 1.9064 -0.2541
C 1.6226 -0.5777 -0.6718

The spin multiplicity is 1. The max |F| comes out at 8.10 eV/Å. For the frontier orbital gap, the calculation gives 7.2 eV. The net charge is +1.

---

An isolated molecule of C19H32N2O5 at a nearly force-free geometry, computed with ωB97M-V/def2-TZVPD.

Each line ends with the Mulliken charge.
Element x y z (Å)
C: 3.311 -0.097 -2.470  -0.308
C: 4.769 -0.508 -2.407  -0.529
O: 5.352 -0.185 -1.146  -0.431
C: 5.109 -1.137 -0.145  0.823
C: 6.243 -2.086 0.293  -1.018
C: 5.801 -1.844 1.759  -0.758
C: 5.073 -0.575 1.288  -0.241
C: 3.693 -0.257 1.802  0.055
O: 3.130 -0.887 2.684  -0.678
N: 3.095 0.755 1.130  -0.018
C: 1.716 1.134 1.341  -0.069
C: 0.702 -0.007 1.159  -0.179
C: -0.529 0.630 0.437  0.292
C: -0.624 0.004 -0.942  -0.126
O: -0.082 0.476 -1.924  -0.646
N: -1.302 -1.181 -0.978  0.003
C: -1.134 -2.104 -2.070  0.490
C: 0.253 -2.699 -2.174  -0.365
C: 0.657 -3.485 -0.930  -0.748
O: 1.934 -3.059 -0.494  -0.194
C: 2.304 -3.697 0.711  -0.633
C: -2.337 -2.940 -2.403  -0.673
C: -1.910 -1.820 -3.315  -0.826
C: -0.231 2.129 0.364  -1.461
C: 1.289 2.195 0.329  0.242
O: 1.857 3.470 0.550  -0.606
H: 2.872 -0.367 -3.432  0.508
H: 2.729 -0.588 -1.688  -0.263
H: 3.213 0.983 -2.347  0.230
H: 4.882 -1.580 -2.602  0.280
H: 5.356 0.027 -3.154  0.430
H: 4.188 -1.692 -0.357  -0.091
H: 6.233 -3.106 -0.089  0.325
H: 7.209 -1.626 0.085  0.358
H: 5.092 -2.585 2.122  0.273
H: 6.585 -1.715 2.501  0.374
H: 5.719 0.304 1.336  0.594
H: 3.612 1.218 0.398  0.396
H: 1.607 1.553 2.350  0.262
H: 1.148 -0.800 0.552  -0.351
H: 0.435 -0.452 2.115  0.351
H: -1.453 0.428 0.984  0.662
H: -1.625 -1.552 -0.099  0.361
H: 0.312 -3.322 -3.068  0.552
H: 0.965 -1.882 -2.308  -0.305
H: -0.068 -3.322 -0.119  0.395
H: 0.676 -4.565 -1.123  0.435
H: 3.293 -3.342 0.987  -0.070
H: 1.610 -3.443 1.521  0.318
H: 2.329 -4.786 0.589  0.385
H: -2.162 -3.958 -2.722  0.261
H: -3.232 -2.792 -1.813  0.288
H: -2.506 -0.920 -3.322  0.250
H: -1.445 -2.073 -4.258  0.228
H: -0.683 2.611 -0.501  0.399
H: -0.592 2.627 1.270  0.374
H: 1.625 1.891 -0.665  -0.029
H: 1.600 3.772 1.429  0.424

Atoms 1-2, force components in eV/Å:
C 0.0006 0.0036 0.0024
C 0.0023 -0.0024 -0.0026

The SMILES is CCO[C@H]1CC[C@@H]1C(=O)N[C@@H]1C[C@H](C(=O)NC2(CCOC)CC2)C[C@H]1O. The spin multiplicity is 1. The max |F| comes out at 0.02 eV/Å. For the frontier orbital gap, the calculation gives 10.0 eV. As for the relative energy (zero: lowest compared OMol25 entry of this formula, charge and spin): 86.55 kcal per mole.

---

A cluster of 8 separate species, H16O8 in total, computed with ωB97M-V/def2-TZVPD.

Each line ends with the Mulliken charge.
Element x y z (Å)
H: 1.252 -1.760 1.146  0.305
H: 1.005 -0.353 0.629  0.259
H: -0.263 2.525 -1.940  0.290
H: -0.326 3.766 -2.816  0.326
H: -0.953 1.797 0.630  0.301
H: -2.138 2.654 0.217  0.312
H: 2.786 -4.337 1.308  0.318
H: 3.699 -4.324 0.093  0.311
H: -2.071 0.616 4.288  0.306
H: -1.342 0.949 2.997  0.302
H: -0.557 -2.972 -0.913  0.310
H: 0.568 -3.992 -0.855  0.297
H: 1.273 5.012 0.135  0.317
H: 1.646 3.543 0.013  0.322
H: -2.533 -0.458 -2.515  0.307
H: -2.822 -1.860 -3.026  0.315
O: 0.987 -1.277 0.356  -0.532
O: 0.192 2.967 -2.666  -0.623
O: -1.914 1.844 0.688  -0.608
O: 3.635 -4.001 0.999  -0.632
O: -1.593 0.207 3.558  -0.617
O: -0.047 -3.506 -0.294  -0.639
O: 1.626 4.272 0.643  -0.635
O: -2.112 -1.310 -2.676  -0.614

Atoms 1-2, force components in eV/Å:
H -0.1147 -0.1217 -0.1542
H 0.1307 -0.0915 0.0360

The SMILES is O.O.O.O.O.O.O.O. The spin multiplicity is 1. The max |F| comes out at 0.88 eV/Å. For the frontier orbital gap, the calculation gives 10.3 eV. As for the relative energy (zero: lowest compared OMol25 entry of this formula, charge and spin): 71.20 kcal per mole.

---

A cluster of 7 separate species, C4H21NO7 in total at a distorted geometry, computed with ωB97M-V/def2-TZVPD.

Each line ends with the Mulliken charge.
Element x y z (Å)
O: 1.379 -2.646 -2.810  -0.548
C: 0.288 -2.168 -2.603  -0.096
C: -0.053 -0.666 -2.498  0.630
C: -1.482 -0.425 -2.069  -0.932
C: -1.558 -0.580 -0.455  -0.632
N: -0.703 0.316 0.269  0.301
H: -0.586 -2.824 -2.596  0.347
H: 0.785 -0.474 -1.814  -0.681
H: 0.061 -0.061 -3.424  0.328
H: -2.140 -1.068 -2.639  0.444
H: -1.768 0.629 -2.150  0.389
H: -2.640 -0.327 -0.368  0.375
H: -1.426 -1.662 -0.269  0.292
H: 0.130 0.393 -0.302  -0.174
H: -1.132 1.205 0.457  0.197
H: 2.504 -1.733 -1.390  0.284
H: 3.227 -1.049 -0.130  0.281
O: 2.700 -0.906 -0.928  -0.553
H: 0.774 1.576 2.340  0.375
H: -0.551 1.531 2.993  0.321
O: 0.382 1.432 3.206  -0.700
H: -0.255 3.575 0.040  0.256
H: 1.031 3.034 0.596  0.286
O: 0.075 2.897 0.651  -0.590
H: -1.965 -0.987 3.445  0.402
H: -2.239 -0.095 2.390  0.266
O: -2.745 -0.500 3.109  -0.676
H: 1.913 1.189 -0.777  0.250
H: 3.134 1.645 -0.048  0.297
O: 2.240 1.318 0.130  -0.630
H: 0.639 -0.549 3.099  0.363
H: -0.048 -0.815 1.813  0.288
O: 0.032 -1.207 2.731  -0.759

Atoms 1-2, force components in eV/Å:
O -0.2330 0.4771 0.5873
C -0.4653 0.4426 -1.8978

The SMILES is NCCCC=O.O.O.O.O.O.O. The spin multiplicity is 1. The max |F| comes out at 3.88 eV/Å. For the frontier orbital gap, the calculation gives 9.8 eV. As for the relative energy (zero: lowest compared OMol25 entry of this formula, charge and spin): 45.37 kcal per mole.

---

> Which value of frontier orbital gap does entry 3 give?

7.2 eV

---

> Look up the max |F| of the second one.

4.48 eV/Å

---

> What is the frontier orbital gap in the third record?

7.2 eV

---

> What is the frontier orbital gap in the fifth record?

10.3 eV